(1)
ORCA calculation (ωB97M-V/def2-TZVPD) on C52H51FNO4OsSi as an isolated structure.

E_HOMO in eV: -3.5
LUMO energy in eV: 1.4787
Molar mass in g/mol: 991.30
Total charge: -1
Calculated total energy in hartree: -2847.8625
ΔE to the lowest compared entry with this formula, charge and spin in kcal per mole: 19.0
HOMO-LUMO gap in eV: 4.992

Geometry (Å):
Os: 0.874 -0.346 -0.415
C: 0.425 -1.678 4.060
C: 0.337 -0.664 2.929
O: 1.235 -0.685 2.093
C: -0.803 0.245 2.883
C: -1.617 0.378 4.033
C: -2.711 1.200 4.078
C: -3.054 1.918 2.907
C: -2.312 1.813 1.767
C: -1.124 0.997 1.694
O: -0.458 1.005 0.621
H: 1.219 -2.381 3.817
H: -0.519 -2.208 4.190
H: 0.663 -1.190 5.011
H: -1.352 -0.178 4.926
H: -3.298 1.296 4.983
H: -3.934 2.553 2.911
H: -2.575 2.351 0.861
C: 0.484 -3.902 0.620
C: -0.412 -3.206 -0.424
C: 0.071 -3.510 -1.840
C: -1.824 -3.790 -0.241
C: -0.306 -1.731 -0.057
H: 0.576 -4.964 0.370
H: 0.047 -3.818 1.622
H: 1.477 -3.455 0.650
H: -0.005 -4.587 -2.045
H: 1.100 -3.197 -1.982
H: -0.546 -2.976 -2.567
H: -1.755 -4.868 -0.063
H: -2.439 -3.644 -1.125
H: -2.333 -3.338 0.617
H: -1.005 -1.520 0.788
C: -2.110 4.680 -1.944
C: -2.926 3.596 -2.232
C: -2.380 2.320 -2.374
C: -1.008 2.078 -2.231
C: -0.217 3.193 -1.927
C: -0.744 4.471 -1.790
Si: -0.257 0.311 -2.394
C: -1.848 -0.590 -2.964
C: -2.784 -1.026 -2.027
C: -4.016 -1.556 -2.398
C: -4.345 -1.668 -3.741
C: -3.438 -1.227 -4.700
C: -2.215 -0.688 -4.313
C: 0.704 0.355 -4.042
C: 1.391 -0.799 -4.425
C: 2.039 -0.887 -5.654
C: 2.016 0.191 -6.533
C: 1.336 1.351 -6.175
C: 0.683 1.424 -4.947
H: -2.531 5.674 -1.839
H: -3.995 3.738 -2.346
H: -3.048 1.495 -2.593
H: 0.842 3.065 -1.780
H: -0.089 5.303 -1.552
H: -2.554 -0.913 -0.972
H: -4.718 -1.880 -1.637
H: -5.299 -2.087 -4.039
H: -3.687 -1.297 -5.753
H: -1.537 -0.338 -5.086
H: 1.433 -1.637 -3.734
H: 2.562 -1.798 -5.924
H: 2.525 0.129 -7.489
H: 1.307 2.193 -6.858
H: 0.158 2.338 -4.679
C: 0.986 2.516 4.334
O: 2.391 2.840 4.339
C: 3.163 1.939 3.640
C: 3.676 0.809 4.246
C: 4.531 -0.021 3.534
C: 4.877 0.304 2.232
C: 4.344 1.430 1.618
C: 3.467 2.238 2.317
N: 2.901 3.463 1.855
C: 2.992 4.105 0.701
C: 3.230 3.650 -0.572
C: 3.665 4.653 -1.522
C: 4.009 4.334 -2.780
C: 3.910 2.954 -3.200
C: 3.411 1.997 -2.401
C: 2.948 2.286 -1.051
O: 2.311 1.459 -0.387
H: 0.818 1.567 4.842
H: 0.609 2.439 3.313
H: 0.476 3.316 4.866
H: 3.410 0.603 5.275
H: 4.919 -0.922 3.992
H: 5.541 -0.338 1.668
H: 4.621 1.668 0.603
H: 2.504 3.986 2.622
H: 2.845 5.180 0.813
H: 3.753 5.680 -1.179
H: 4.359 5.095 -3.463
H: 4.219 2.678 -4.203
H: 3.293 0.982 -2.748
F: 5.625 -4.292 -4.422
C: 4.920 -3.625 -3.462
C: 4.813 -2.254 -3.541
C: 4.092 -1.584 -2.561
C: 3.472 -2.245 -1.494
C: 2.757 -1.479 -0.432
C: 3.636 -3.634 -1.455
C: 4.342 -4.332 -2.435
H: 5.277 -1.722 -4.364
H: 3.994 -0.504 -2.623
H: 3.379 -0.615 -0.201
H: 2.680 -2.079 0.479
H: 3.190 -4.190 -0.636
H: 4.448 -5.409 -2.398


(2)
ORCA calculation (ωB97M-V/def2-TZVPD) on C5H10N2O as an isolated structure.

E_HOMO in eV: -6.8
LUMO energy in eV: 0.5978
Molar mass in g/mol: 114.15
Calculated total energy in hartree: -381.0690
ΔE to the lowest compared entry with this formula, charge and spin in kcal per mole: 135.8
HOMO-LUMO gap in eV: 7.358

Geometry (Å):
C: 0.182 1.338 -0.653
C: -0.319 0.229 1.606
C: 1.413 -1.685 -0.085
C: -0.348 0.181 0.103
C: 0.462 -0.685 -0.662
O: 0.918 2.257 0.002
N: -1.973 0.665 -0.406
N: -2.893 0.020 -0.872
H: 0.955 3.080 -0.501
H: 0.010 1.487 -1.712
H: -2.691 -0.946 -1.228
H: 0.229 -0.802 -1.716
H: -1.001 1.005 1.950
H: 0.674 0.471 1.993
H: -0.603 -0.741 2.011
H: 2.311 -1.772 -0.700
H: 1.723 -1.425 0.926
H: 0.950 -2.678 -0.057


(3)
ORCA calculation (ωB97M-V/def2-TZVPD) on a 6-piece molecular cluster, C41H54ClF18N2O10P2 overall.

E_HOMO in eV: -4.0
LUMO energy in eV: 1.6721
Molar mass in g/mol: 1174.25
Total charge: -1
Calculated total energy in hartree: -5396.9032
HOMO-LUMO gap in eV: 5.689

Geometry (Å):
C: -1.432 3.512 -0.466
C: -0.269 2.689 0.265
C: 1.218 2.672 -0.150
C: 2.278 1.789 0.605
C: 1.894 0.875 1.816
C: 2.864 -0.027 2.667
P: 3.527 -1.641 1.911
N: 4.782 -0.674 1.085
F: 4.264 -3.080 1.223
C: 2.487 -1.488 0.283
C: 2.636 -2.783 -0.703
C: 1.549 -2.483 -1.895
Cl: -0.042 -3.374 -1.665
C: 2.252 -2.786 2.758
C: 0.807 -2.257 3.047
C: -0.173 -3.468 3.540
F: -0.059 -4.641 2.754
F: 0.267 -3.761 4.891
C: -1.701 -2.977 3.697
F: -2.405 -3.967 4.424
F: -1.645 -1.828 4.568
C: -2.394 -2.496 2.333
F: -2.221 -1.069 2.312
F: -1.700 -2.948 1.157
C: -3.912 -2.945 2.122
F: -4.052 -4.376 2.150
F: -4.678 -2.445 3.216
C: -4.536 -2.529 0.679
F: -4.139 -3.589 -0.207
F: -3.994 -1.347 0.136
C: -6.127 -2.364 0.696
F: -6.539 -1.204 1.430
F: -6.679 -3.468 1.436
C: -6.843 -2.396 -0.734
F: -8.250 -2.248 -0.473
F: -6.712 -3.608 -1.442
C: -6.457 -1.207 -1.734
F: -5.278 -1.438 -2.485
F: -6.316 0.054 -1.131
F: -7.512 -1.070 -2.693
P: 4.943 -1.922 3.604
N: 4.725 -0.899 4.831
C: 0.373 0.978 2.223
C: -0.674 1.838 1.491
H: -2.221 2.723 -0.781
H: -1.046 3.971 -1.433
H: -1.980 4.248 0.218
H: 1.514 3.329 -1.032
H: 3.361 1.815 0.247
H: 3.799 0.636 2.849
H: 2.420 -0.117 3.731
H: 5.468 -0.244 1.717
H: 5.253 -1.174 0.321
H: 1.368 -1.409 0.446
H: 2.961 -0.645 -0.323
H: 3.639 -2.830 -1.236
H: 2.284 -3.754 -0.228
H: 1.319 -1.357 -1.883
H: 2.016 -2.681 -2.934
H: 2.699 -3.174 3.756
H: 2.177 -3.734 2.097
H: 0.221 -1.767 2.205
H: 0.760 -1.520 3.937
H: 4.878 -3.293 4.098
H: 6.281 -1.813 3.042
H: 5.615 -0.360 4.891
H: -0.002 0.376 3.126
H: -1.761 1.807 1.858
O: -0.263 6.070 -2.186
C: -0.976 6.811 -1.561
O: -1.290 6.641 -0.246
C: -2.242 7.637 0.144
C: -2.081 8.758 -0.855
C: -1.683 8.019 -2.114
H: -3.242 7.193 0.115
H: -2.031 7.965 1.164
H: -2.980 9.366 -0.969
H: -1.265 9.418 -0.544
H: -2.554 7.691 -2.686
H: -1.015 8.614 -2.736
O: 4.273 2.594 6.271
C: 3.839 2.228 7.330
O: 3.008 2.977 8.113
C: 2.773 2.291 9.346
C: 3.064 0.837 9.055
C: 4.155 0.923 8.009
H: 3.441 2.705 10.108
H: 1.739 2.446 9.660
H: 3.351 0.270 9.943
H: 2.178 0.360 8.623
H: 5.148 0.988 8.460
H: 4.105 0.091 7.305
O: 2.653 1.436 -2.483
C: 2.922 2.209 -3.363
O: 4.076 2.168 -4.089
C: 4.119 3.293 -4.972
C: 2.681 3.727 -5.136
C: 2.078 3.376 -3.793
H: 4.738 4.072 -4.515
H: 4.568 2.997 -5.922
H: 2.576 4.781 -5.403
H: 2.201 3.131 -5.920
H: 2.195 4.187 -3.070
H: 1.030 3.090 -3.885
O: 0.199 1.374 -5.320
C: -0.687 0.684 -4.880
O: -1.058 0.665 -3.573
C: -2.061 -0.341 -3.377
C: -2.673 -0.562 -4.741
C: -1.504 -0.304 -5.668
H: -1.581 -1.243 -2.988
H: -2.796 0.010 -2.651
H: -3.117 -1.552 -4.858
H: -3.456 0.183 -4.921
H: -0.910 -1.206 -5.836
H: -1.830 0.124 -6.616
O: 0.364 -3.871 -6.011
C: -0.605 -4.535 -5.750
O: -1.861 -4.257 -6.199
C: -2.788 -5.179 -5.614
C: -1.959 -6.376 -5.211
C: -0.627 -5.748 -4.860
H: -3.266 -4.696 -4.756
H: -3.556 -5.440 -6.345
H: -2.401 -6.951 -4.395
H: -1.834 -7.047 -6.067
H: -0.591 -5.424 -3.817
H: 0.204 -6.416 -5.085


(4)
ORCA calculation (ωB97M-V/def2-TZVPD) on an isolated ion of composition C4H7N2O and charge +1.

E_HOMO in eV: -13.8
LUMO energy in eV: -5.0113
SMILES: C=C/N=C\[NH+]=C\O
Molar mass in g/mol: 99.11
Total charge: +1
Calculated total energy in hartree: -341.0119
ΔE to the lowest compared entry with this formula, charge and spin in kcal per mole: 78.0
HOMO-LUMO gap in eV: 8.792

Geometry (Å):
C: -1.481 -0.748 -0.430
C: -0.993 1.413 0.121
C: -0.670 -1.516 0.332
C: 1.222 0.113 -0.373
N: -1.820 0.533 -0.116
N: 0.542 1.044 0.171
O: 2.485 -0.021 -0.125
H: -2.047 -1.066 -1.300
H: -1.160 2.456 0.304
H: -0.435 -1.263 1.338
H: -0.607 -2.509 -0.023
H: 1.022 -0.587 -1.204
H: 0.879 1.523 1.016
H: 3.061 0.630 0.289


(5)
ORCA calculation (ωB97M-V/def2-TZVPD) on one molecule with the formula C4H7Br.

E_HOMO in eV: -8.1
LUMO energy in eV: 0.2554
Molar mass in g/mol: 135.00
Calculated total energy in hartree: -2730.4872
ΔE to the lowest compared entry with this formula, charge and spin in kcal per mole: 75.9
HOMO-LUMO gap in eV: 8.379

Geometry (Å):
C: -0.515 1.363 -0.023
C: -0.543 -0.069 -0.420
C: -1.558 -0.336 0.671
C: 0.747 -0.867 -0.285
Br: -3.321 0.001 -0.062
H: -0.096 1.574 0.943
H: -1.230 1.893 -0.427
H: -1.040 -0.309 -1.320
H: -1.521 -0.166 1.684
H: 1.477 -0.617 -0.971
H: 0.490 -1.897 -0.519
H: 1.213 -0.696 0.598


(6)
ORCA calculation (ωB97M-V/def2-TZVPD) on one molecule with the formula C3H2O4.

E_HOMO in eV: -10.1
LUMO energy in eV: -1.5072
SMILES: O=CC(=O)C(=O)O
Molar mass in g/mol: 102.04
Calculated total energy in hartree: -416.4127
ΔE to the lowest compared entry with this formula, charge and spin in kcal per mole: 45.3
HOMO-LUMO gap in eV: 8.579

Geometry (Å):
C: -0.942 -0.071 -0.155
C: 0.403 0.688 -0.113
C: 1.603 -0.419 0.098
H: -2.725 -0.069 -0.020
H: 1.259 -1.426 0.670
O: -1.961 0.681 0.236
O: -0.905 -1.263 -0.383
O: 0.497 1.923 -0.285
O: 2.770 -0.043 -0.047


(7)
ORCA calculation (ωB97M-V/def2-TZVPD) on one molecule with the formula C8H12.

E_HOMO in eV: -9.2
LUMO energy in eV: 1.0218
SMILES: C=CC(=C)C(=C)CC
Molar mass in g/mol: 108.18
Calculated total energy in hartree: -311.9444
ΔE to the lowest compared entry with this formula, charge and spin in kcal per mole: 26.4
HOMO-LUMO gap in eV: 10.173

Geometry (Å):
C: -2.400 0.698 1.283
C: -1.421 -0.345 0.728
C: 0.007 0.141 0.530
C: 0.553 1.152 1.197
C: 1.604 -1.657 0.096
C: 0.893 -0.652 -0.397
C: 0.696 -0.240 -1.793
C: 1.652 0.209 -2.593
H: -3.358 0.574 0.785
H: -2.477 0.753 2.364
H: -2.073 1.713 1.013
H: -1.408 -1.146 1.472
H: -1.722 -0.726 -0.245
H: 0.063 1.714 1.986
H: 1.572 1.458 0.995
H: 2.203 -2.296 -0.543
H: 1.650 -1.874 1.154
H: -0.325 -0.313 -2.154
H: 2.677 0.325 -2.243
H: 1.615 0.511 -3.633


(8)
ORCA calculation (ωB97M-V/def2-TZVPD) on one molecule with the formula C7H9F.

E_HOMO in eV: -9.0
LUMO energy in eV: 0.9178
SMILES: C#C/C(C)=C\CCF
Molar mass in g/mol: 112.15
Calculated total energy in hartree: -371.8509
ΔE to the lowest compared entry with this formula, charge and spin in kcal per mole: 65.8
HOMO-LUMO gap in eV: 9.915

Geometry (Å):
C: 1.759 1.679 -0.105
C: 0.965 0.425 0.076
C: -0.366 0.523 0.364
C: -1.294 -0.618 0.583
C: -2.457 -0.614 -0.348
C: 1.615 -0.785 -0.032
C: 2.162 -1.786 -0.140
H: 2.643 1.796 0.555
H: 1.083 2.480 -0.138
H: 2.195 1.759 -1.195
H: -0.729 1.596 0.433
H: -1.506 -0.684 1.604
H: -0.605 -1.533 0.588
H: -1.913 -0.253 -1.258
H: -2.883 -1.693 -0.424
H: 2.884 -2.639 -0.415
F: -3.554 0.347 -0.148


(9)
ORCA calculation (ωB97M-V/def2-TZVPD) on C16H13AlBCl5F4N4S as an isolated structure.

E_HOMO in eV: -8.5
LUMO energy in eV: -0.9622
Molar mass in g/mol: 584.43
Calculated total energy in hartree: -4202.8033
ΔE to the lowest compared entry with this formula, charge and spin in kcal per mole: 20.6
HOMO-LUMO gap in eV: 7.512

Geometry (Å):
Al: -0.125 0.097 0.081
C: -3.928 3.593 -2.647
C: -3.061 2.416 -3.063
N: -3.244 1.249 -2.217
C: -2.538 0.937 -1.131
S: -1.263 2.031 -0.577
N: -2.881 -0.185 -0.502
N: -1.970 -0.402 0.492
C: -2.271 -0.891 1.632
C: -3.606 -1.446 1.978
C: -1.205 -0.661 2.643
C: -1.263 -1.162 3.930
C: -0.291 -0.784 4.844
C: 0.698 0.098 4.449
C: 0.698 0.547 3.138
N: -0.220 0.176 2.253
H: -3.757 4.441 -3.310
H: -4.988 3.338 -2.687
H: -3.689 3.901 -1.628
H: -3.282 2.104 -4.084
H: -2.006 2.680 -3.039
H: -3.986 0.600 -2.433
H: -4.141 -1.688 1.064
H: -3.506 -2.345 2.588
H: -4.195 -0.717 2.541
H: -2.058 -1.837 4.210
H: -0.314 -1.170 5.854
H: 1.464 0.434 5.133
H: 1.466 1.219 2.777
Cl: -0.328 -3.640 1.005
C: 1.179 -2.759 0.940
C: 1.155 -1.431 0.566
C: 2.385 -0.806 0.557
Cl: 2.276 0.912 0.115
C: 3.600 -1.383 0.874
Cl: 5.059 -0.479 0.820
C: 3.578 -2.728 1.241
Cl: 5.047 -3.519 1.654
C: 2.364 -3.418 1.277
Cl: 2.344 -5.073 1.745
F: -0.794 0.420 -3.716
B: 0.421 0.201 -3.155
F: 0.018 -0.378 -1.643
F: 1.126 -0.838 -3.658
F: 1.140 1.318 -2.871


(10)
ORCA calculation (ωB97M-V/def2-TZVPD) on C29H74NO14S2 as an isolated structure.

E_HOMO in eV: -5.2
LUMO energy in eV: 1.6904
Molar mass in g/mol: 725.04
Total charge: -1
Calculated total energy in hartree: -3053.7262
HOMO-LUMO gap in eV: 6.859

Geometry (Å):
O: -0.371 -7.450 2.310
C: -0.584 -8.178 1.318
O: -0.836 -7.717 0.006
C: 0.309 -7.015 -0.549
C: 0.391 -5.483 -0.026
C: -1.020 -4.753 -0.233
C: -1.637 -4.189 1.144
S: -3.500 -4.408 1.214
O: -3.971 -3.575 2.379
O: -4.059 -3.791 -0.048
N: -3.750 -6.083 1.376
S: -4.913 -6.668 0.278
O: -4.433 -8.055 -0.152
O: -6.270 -6.877 0.944
H: -0.591 -9.321 1.459
H: 0.147 -6.935 -1.682
H: 1.301 -7.573 -0.413
H: 1.252 -4.966 -0.573
H: 0.687 -5.487 1.086
H: -1.742 -5.461 -0.767
H: -0.854 -3.875 -0.963
H: -1.338 -3.112 1.328
H: -1.239 -4.888 1.969
H: -5.017 -5.929 -0.893
C: -5.413 -2.175 -3.593
C: -3.907 -2.141 -3.388
C: -3.307 -0.838 -3.895
O: -3.309 -3.238 -4.078
H: -5.664 -2.102 -4.657
H: -5.827 -3.121 -3.234
H: -5.902 -1.355 -3.062
H: -3.679 -2.261 -2.325
H: -3.485 -0.719 -4.969
H: -2.223 -0.833 -3.752
H: -3.734 0.022 -3.373
H: -3.506 -3.140 -5.018
C: 1.551 0.487 -6.444
C: 0.419 -0.442 -6.037
C: -0.911 0.020 -6.611
O: 0.332 -0.488 -4.614
H: 1.379 1.501 -6.068
H: 2.497 0.149 -6.015
H: 1.655 0.530 -7.531
H: 0.635 -1.457 -6.383
H: -1.170 1.018 -6.242
H: -1.716 -0.650 -6.302
H: -0.880 0.050 -7.703
H: 0.141 0.405 -4.299
C: 2.224 -1.212 3.303
C: 0.756 -1.338 2.924
C: -0.141 -0.668 3.952
O: 0.410 -2.717 2.819
H: 2.421 -1.699 4.264
H: 2.856 -1.708 2.562
H: 2.525 -0.164 3.375
H: 0.591 -0.886 1.941
H: -0.025 -1.135 4.935
H: -1.192 -0.776 3.673
H: 0.089 0.396 4.043
H: 0.552 -3.127 3.682
C: 0.734 2.566 6.617
C: -0.734 2.441 6.238
C: -1.630 3.114 7.265
O: -1.081 1.061 6.138
H: 0.933 2.082 7.579
H: 1.366 2.068 5.877
H: 1.036 3.615 6.685
H: -0.899 2.890 5.255
H: -1.514 2.649 8.250
H: -2.682 3.006 6.987
H: -1.400 4.179 7.353
H: -0.938 0.654 7.002
C: -3.756 3.350 3.494
C: -2.888 4.408 2.832
C: -2.860 4.236 1.322
O: -1.559 4.321 3.345
H: -3.367 2.346 3.295
H: -3.758 3.478 4.580
H: -4.786 3.402 3.134
H: -3.268 5.403 3.082
H: -2.441 3.263 1.048
H: -2.224 4.996 0.860
H: -3.864 4.315 0.897
H: -1.214 3.444 3.129
C: 5.520 3.301 -3.866
C: 4.055 3.171 -4.252
C: 3.152 3.842 -3.229
O: 3.712 1.791 -4.354
H: 5.715 2.818 -2.904
H: 6.157 2.805 -4.604
H: 5.819 4.350 -3.796
H: 3.893 3.619 -5.236
H: 3.265 3.377 -2.244
H: 2.102 3.731 -3.512
H: 3.379 4.907 -3.140
H: 3.852 1.384 -3.489
C: 0.919 8.567 6.995
C: 0.463 7.264 7.634
C: 1.621 6.292 7.795
O: -0.548 6.667 6.825
H: 1.327 8.389 5.995
H: 0.075 9.251 6.875
H: 1.684 9.058 7.602
H: 0.018 7.470 8.611
H: 2.054 6.035 6.823
H: 1.277 5.356 8.245
H: 2.408 6.714 8.426
H: -0.164 6.481 5.957
C: 5.253 -1.276 -6.477
C: 4.284 -2.198 -7.202
C: 5.000 -3.408 -7.782
O: 3.640 -1.479 -8.253
H: 6.017 -0.896 -7.163
H: 4.727 -0.406 -6.076
H: 5.750 -1.795 -5.654
H: 3.504 -2.529 -6.511
H: 5.755 -3.101 -8.513
H: 4.294 -4.055 -8.309
H: 5.489 -3.990 -6.997
H: 4.321 -1.181 -8.871